C5H12 | ωB97M-V/def2-TZVPD

Geometry (Å):
1 C 1.49010 0.82920 1.07209
2 C 1.01649 -0.61882 0.59869
3 C 0.50122 -0.48177 -0.95444
4 C -0.81698 0.43670 -0.83855
5 C -1.94140 -0.33034 -0.04529
6 H 2.44443 0.67668 1.59138
7 H 0.66179 1.19387 1.66814
8 H 1.82739 1.38479 0.15627
9 H 0.27060 -1.17656 1.14123
10 H 1.94598 -1.23311 0.50760
11 H 1.27148 0.02767 -1.54001
12 H 0.24313 -1.40731 -1.44179
13 H -0.62785 1.41447 -0.40662
14 H -1.19569 0.63096 -1.85742
15 H -1.91792 -1.40657 0.12210
16 H -2.29925 0.25418 0.85687
17 H -2.87352 -0.19407 -0.63023

Computed properties:
Largest force on an atom = 4.13 eV/Å
Highest occupied orbital energy = -10.376 eV
Orbital gap = 11.6 eV
Total energy = -5378.6093 eV
Structure (SMILES) = CCCCC
Energy relative to the best compared isomer or geometry (same formula, charge and spin) = 30.7 kcal/mol

=====

C5H12 | ωB97M-V/def2-TZVPD

Geometry (Å):
1 C 0.45354 0.84580 -0.78945
2 C 1.08225 -0.48953 -0.24759
3 C 0.45946 -0.88958 1.05866
4 C -0.72887 -0.25284 1.65446
5 C -0.72598 0.62874 -1.68242
6 H 0.11133 1.39165 0.09883
7 H 1.26846 1.40036 -1.24119
8 H 2.16134 -0.37741 -0.24932
9 H 0.92388 -1.20731 -1.08141
10 H 1.20775 -0.88439 1.88318
11 H 0.24413 -1.98601 1.22835
12 H -1.73948 -0.29115 1.17160
13 H -0.82290 -0.41032 2.72083
14 H -0.76269 0.86559 1.44191
15 H -1.36847 -0.16147 -1.30626
16 H -1.38742 1.45287 -1.95658
17 H -0.37633 0.36499 -2.70360

Computed properties:
Largest force on an atom = 1.81 eV/Å
Highest occupied orbital energy (alpha / beta) = -16.149 / -15.981 eV
Orbital gap (alpha / beta) = 13.2 / 5.8 eV
Total energy = -5368.3845 eV
Energy relative to the best compared isomer or geometry (same formula, charge and spin) = 19.4 kcal/mol
Total charge = +1
Multiplicity = 2

=====

C5H12AsF6MnN2O4S2 | ωB97M-V/def2-TZVPD

Geometry (Å):
1 Mn -0.18191 -1.92455 0.03006
2 O 0.54759 -0.49146 2.00328
3 S 0.66786 -1.93836 2.23844
4 O 1.28714 -2.40787 3.40881
5 O -0.68979 -2.51114 1.85300
6 O 1.38544 -2.41092 0.89249
7 C -1.05822 1.88038 0.90130
8 N -0.42299 1.49289 -0.37107
9 C -1.34459 1.39962 -1.51478
10 C 0.82506 1.04281 -0.45169
11 S 1.05467 -0.34322 -1.54800
12 N 1.86817 1.48805 0.19894
13 C 3.11968 0.73186 0.19415
14 C 1.84322 2.69759 1.02759
15 H -1.98971 1.31997 0.97742
16 H -1.28212 2.94642 0.91104
17 H -0.42857 1.60349 1.73887
18 H -1.88562 2.34223 -1.58132
19 H -2.05201 0.58372 -1.38066
20 H -0.78898 1.26011 -2.44237
21 H 3.10311 -0.03432 0.96447
22 H 3.94147 1.42229 0.36006
23 H 3.26249 0.25790 -0.78461
24 H 1.03832 3.35139 0.71170
25 H 2.79266 3.20795 0.88361
26 H 1.73385 2.43286 2.07878
27 F -1.92243 -1.35757 -0.55514
28 As -2.44641 -2.87508 -1.71669
29 F -1.00589 -2.33880 -2.55182
30 F -3.37321 -1.75489 -2.57943
31 F -1.26184 -3.67576 -0.63624
32 F -3.65327 -3.17435 -0.58239
33 F -2.68318 -4.22325 -2.67783

Computed properties:
Largest force on an atom = 0.98 eV/Å
Highest occupied orbital energy (alpha / beta) = -14.441 / -14.368 eV
Orbital gap (alpha / beta) = 7.8 / 6.1 eV
Total energy = -146678.7940 eV
Energy relative to the best compared isomer or geometry (same formula, charge and spin) = 19.1 kcal/mol
Total charge = +1
Multiplicity = 6

=====

C5H12AuN2OS5Sb | ωB97M-V/def2-TZVPD

Geometry (Å):
1 Au 1.63402 1.36151 1.51055
2 S 5.17027 3.07246 -1.73006
3 Sb 3.60619 1.53095 -1.08391
4 S 3.92341 0.83646 1.21774
5 S 1.43125 2.52422 -0.82659
6 S 3.47933 -0.37165 -2.37713
7 C -3.49289 0.18332 0.91508
8 N -2.47573 1.20761 0.73169
9 C -2.25682 1.70382 -0.63442
10 C -1.40966 1.18333 1.52076
11 N -0.42956 1.28919 2.12368
12 H -4.44924 0.56965 0.55987
13 H -3.58040 -0.05804 1.97184
14 H -3.24880 -0.72911 0.36177
15 H -3.08296 2.35851 -0.91575
16 H -2.20191 0.86598 -1.33262
17 H -1.30930 2.24452 -0.68126
18 C 1.87983 -2.47294 0.60505
19 S 0.12459 -2.18509 0.54107
20 C 0.14701 -1.16717 -0.92007
21 O -0.54834 -3.49277 0.18747
22 H 2.18767 -2.93029 -0.33529
23 H 2.06545 -3.13427 1.45072
24 H 2.39591 -1.51614 0.74021
25 H 0.55707 -0.18579 -0.65770
26 H -0.88941 -1.07902 -1.24839
27 H 0.77302 -1.60926 -1.69434

Computed properties:
Largest force on an atom = 0.49 eV/Å
Highest occupied orbital energy = -0.728 eV
Orbital gap = 5.1 eV
Total energy = -74815.2103 eV
Energy relative to the best compared isomer or geometry (same formula, charge and spin) = 8.3 kcal/mol
Total charge = -2

=====

C5H12B3ClIO4 | ωB97M-V/def2-TZVPD

Geometry (Å):
1 C 2.76346 1.03889 0.88747
2 C 2.58590 0.87281 -0.61295
3 Cl 4.25948 0.79018 -1.30805
4 C 1.75878 -0.36517 -0.99586
5 B 0.72964 -0.78640 0.09624
6 O 0.73546 -2.01639 0.73553
7 B -0.48540 -2.62430 0.83012
8 O -1.59068 -1.82250 1.10177
9 B -1.55950 -0.58714 0.47677
10 C -2.84976 0.05726 -0.15144
11 C -3.14120 1.45414 0.38173
12 O -4.01871 2.21280 -0.45520
13 O -0.35064 0.07282 0.42183
14 H 3.30655 0.18394 1.29032
15 H 3.38772 1.91341 1.08066
16 H 1.81153 1.20549 1.39454
17 H 2.16315 1.76795 -1.05902
18 H 1.15242 -0.07336 -1.86551
19 H 2.34488 -1.26712 -1.29853
20 H -0.61675 -3.79378 0.66940
21 H -2.74442 0.09665 -1.24129
22 H -3.71292 -0.57765 0.06120
23 H -3.60309 1.40209 1.36896
24 H -2.21419 2.02342 0.49418
25 H -4.04568 1.79071 -1.31923
26 I 3.93399 -2.96873 -0.98365

Computed properties:
Largest force on an atom = 1.22 eV/Å
Highest occupied orbital energy = -3.429 eV
Orbital gap = 5.9 eV
Total energy = -36231.3903 eV
Total charge = -1

=====

C5H12Cl | ωB97M-V/def2-TZVPD

Geometry (Å):
1 Cl -2.50546 2.05532 0.28795
2 C -0.18952 -2.08410 -0.53330
3 C -0.52719 -0.66779 -1.01599
4 C 0.60655 0.32057 -0.83165
5 C 0.98217 0.50022 0.40319
6 C 0.10640 1.29710 1.37543
7 H -1.05995 -2.78899 -0.99385
8 H -0.09105 -2.12477 0.67138
9 H 0.81696 -2.12433 -0.67266
10 H -1.36752 -0.18163 -0.42953
11 H -0.75562 -0.92558 -2.06421
12 H 0.19914 1.39271 -1.17578
13 H 1.52550 -0.04060 -1.32649
14 H 1.79946 1.03321 0.21885
15 H 1.12568 -0.35702 1.03773
16 H -0.94409 0.79185 1.54289
17 H -0.30967 2.51962 1.18732
18 H 0.58822 1.38421 2.31873

Computed properties:
Largest force on an atom = 10.60 eV/Å
Highest occupied orbital energy = -3.488 eV
Orbital gap = 7.3 eV
Total energy = -17900.1602 eV
Energy relative to the best compared isomer or geometry (same formula, charge and spin) = 101.7 kcal/mol
Total charge = -1

=====

C5H12Cl2IN3OP | ωB97M-V/def2-TZVPD

Geometry (Å):
1 O 5.45692 -1.46375 0.98766
2 P 4.35785 -0.21328 0.38828
3 I 5.64220 1.70056 -0.52150
4 N 3.43162 -0.94991 -0.99307
5 C 2.06202 -0.78124 -0.93072
6 N 1.20880 0.46392 -0.76204
7 C 0.16680 -0.04127 0.25843
8 C 0.35267 -1.69612 0.40734
9 N 1.02557 -1.91877 -0.96250
10 H 4.95707 -2.33988 0.82564
11 H 3.90669 -1.50647 -1.76327
12 H 0.68880 0.61135 -1.65467
13 H -0.85234 0.31096 -0.23240
14 H 0.21350 0.43906 1.34354
15 H 1.19701 -1.80482 1.21292
16 H -0.68320 -2.21767 0.56427
17 H 1.68668 -2.73396 -0.88521
18 Cl -2.72450 2.12815 -0.95387
19 C -4.40972 1.93032 -0.41113
20 C -4.50954 1.72996 1.09281
21 Cl -3.84019 0.16140 1.60881
22 H -4.84682 1.09028 -0.95966
23 H -4.94371 2.83999 -0.70040
24 H -5.55911 1.74211 1.40035
25 H -3.98511 2.51910 1.64041

Computed properties:
Largest force on an atom = 5.35 eV/Å
Highest occupied orbital energy = -12.691 eV
Orbital gap = 6.9 eV
Total energy = -54322.3363 eV
Energy relative to the best compared isomer or geometry (same formula, charge and spin) = 103.0 kcal/mol
Total charge = +1

=====

C5H12ClO2P | ωB97M-V/def2-TZVPD

Geometry (Å):
1 C 2.87569 -0.14993 -1.28769
2 C -3.70632 -0.41168 -0.31630
3 C -1.85595 1.33782 0.00212
4 C 3.96585 0.47708 -0.88491
5 C -2.18653 -0.14394 -0.30632
6 O 2.36668 1.10998 2.14381
7 O -1.46545 -0.92773 0.57134
8 P 2.82517 -0.20504 1.83319
9 Cl 4.88656 -0.13469 2.52022
10 H 2.78944 -0.86958 -2.07479
11 H -1.80268 -0.81106 1.49544
12 H 2.00512 -0.04662 -0.63700
13 H -3.86031 -1.38685 0.06770
14 H -4.31075 0.25275 0.27177
15 H -4.17908 -0.44603 -1.24755
16 H -0.72195 1.33958 0.00416
17 H -2.36642 1.56214 0.90877
18 H -2.29874 1.97113 -0.69115
19 H 3.66925 1.02563 0.04094
20 H 5.03102 0.46570 -1.25304
21 H -1.69716 -0.31973 -1.35323

Computed properties:
Largest force on an atom = 3.23 eV/Å
Highest occupied orbital energy = -10.295 eV
Orbital gap = 9.5 eV
Total energy = -31284.5623 eV
Structure (SMILES) = CC(C)O.O=PCl.C=C
Energy relative to the best compared isomer or geometry (same formula, charge and spin) = 92.5 kcal/mol

=====

C5H12ClP | ωB97M-V/def2-TZVPD

Geometry (Å):
1 C -1.83656 -0.72033 1.19381
2 C -1.73216 0.47417 0.22268
3 C -0.30076 1.02055 0.03413
4 C 0.80325 -0.05362 0.04372
5 C 0.94850 -0.79340 -1.33514
6 P 2.39276 0.88160 0.43152
7 Cl 3.89745 -0.57746 0.34073
8 H -1.14407 -0.54544 2.02294
9 H -1.44044 -1.60190 0.67842
10 H -2.84662 -0.89928 1.54831
11 H -2.34020 1.28618 0.63869
12 H -2.19176 0.24475 -0.74225
13 H -0.09163 1.75897 0.81628
14 H -0.22409 1.53626 -0.92801
15 H 0.71250 -0.79981 0.83359
16 H 0.24249 -0.35277 -2.04643
17 H 1.95508 -0.68050 -1.73429
18 H 0.70928 -1.85528 -1.25617
19 H 2.48699 1.67729 -0.76252

Computed properties:
Largest force on an atom = 1.92 eV/Å
Highest occupied orbital energy = -8.892 eV
Orbital gap = 9.8 eV
Total energy = -27190.9946 eV
Structure (SMILES) = CCC[C@@H](C)PCl
Energy relative to the best compared isomer or geometry (same formula, charge and spin) = 20.6 kcal/mol

=====

C5H12F2NO | ωB97M-V/def2-TZVPD

Geometry (Å):
1 C -0.15610 0.94024 1.35832
2 C 0.83238 1.45973 -0.92651
3 C -0.82020 -0.21017 -0.77202
4 C -1.64191 -1.17757 0.04918
5 C 1.56274 -0.60395 0.26614
6 N 0.27328 0.48040 0.02426
7 O -0.68473 -2.16394 0.53212
8 F 2.18325 -0.83633 -0.91449
9 F 2.44395 0.02141 1.05814
10 H -0.31231 0.01642 1.87330
11 H 0.48136 1.62949 1.89302
12 H -0.94289 1.63376 1.08951
13 H 0.81798 1.18767 -1.93724
14 H 0.28665 2.44690 -0.66006
15 H 1.84345 1.70843 -0.63912
16 H -1.55204 0.41622 -1.33081
17 H -0.43236 -0.66292 -1.65444
18 H -2.17267 -0.56202 0.82300
19 H -2.50623 -1.39875 -0.62310
20 H 1.22354 -1.48009 0.63736
21 H -0.72713 -2.84492 -0.14654

Computed properties:
Largest force on an atom = 4.99 eV/Å
Highest occupied orbital energy = -15.292 eV
Orbital gap = 12.5 eV
Total energy = -14343.3381 eV
Structure (SMILES) = C[N+](C)(CCO)C(F)F
Total charge = +1